# 1
Molecular formula: C41H34F2N7O3Pm
Method: DFT, ωB97M-V/def2-TZVPD

Properties
Molar mass in u: 855.8
E_tot in eV: -81629.1330
Highest occupied orbital energy (spin up / spin down) in eV: -7.5398 / -7.5589
Energy relative to the best compared isomer or geometry (same formula, charge and spin) in kcal/mol: 48.5
Frontier orbital gap (spin up / spin down) in eV: 8.1 / 8.1
Max |F| in eV/Å: 2.71

ORCA input file:
```
! wB97M-V def2-TZVPD RIJCOSX def2/J DEFGRID3
* xyz 0 5
C 0.265 2.740 -4.297
C 2.673 2.271 0.290
C 3.880 -1.405 2.166
H 4.645 0.589 -5.137
C 2.739 -1.497 1.370
C 3.283 3.625 2.147
C -3.515 -0.793 -0.158
H 5.135 -0.882 -3.161
C 3.273 -0.376 -2.229
O -0.904 -2.132 -1.042
C -1.782 3.331 -3.232
C 1.935 3.732 2.442
Pm -0.053 -0.124 -0.399
H 0.924 2.853 -5.147
C 1.014 3.095 1.620
C -4.840 -0.658 -0.521
O -0.591 -2.171 -3.200
C -5.437 0.587 -0.381
N -1.056 -1.623 -2.206
H -3.262 2.964 1.923
C 2.763 1.216 -4.335
C -0.677 -1.443 4.351
F 2.908 1.074 4.550
H 0.521 -3.058 5.102
C 1.843 1.101 -3.284
N 2.110 0.279 -2.250
H 1.600 4.294 3.304
H 4.892 -0.487 3.830
H -1.139 4.134 -5.121
H 3.747 -4.017 1.575
C -3.370 1.379 0.523
C -1.460 2.470 -2.196
H -0.766 -0.948 5.311
C 1.666 -3.419 -1.525
H 3.462 -0.973 -1.349
H -5.136 2.589 0.337
C 0.581 1.876 -3.239
H -3.018 -1.751 -0.233
C -0.905 3.473 -4.296
H -2.424 3.252 0.406
H -0.613 3.902 2.735
H 0.608 -4.191 2.870
H 4.701 2.797 0.753
C -4.697 1.613 0.173
H 1.061 -3.212 -2.394
C 0.033 -2.625 4.238
N -2.771 0.211 0.318
H 0.990 0.928 2.906
N 1.810 -2.418 -0.654
H -0.521 1.657 3.648
H -2.555 0.325 4.398
H -2.202 2.357 -1.410
C -0.461 3.338 1.805
C 2.993 -4.898 -0.222
C 1.785 0.241 2.654
H 2.083 -5.437 -2.104
C 3.662 2.893 1.034
F 4.970 -2.172 1.900
H -3.030 0.218 2.711
H -6.464 0.748 -0.682
H 2.923 1.667 -0.572
O -1.673 -0.546 -2.271
N -1.316 2.143 1.776
C 3.170 -3.864 0.676
N -1.178 -1.469 2.025
H -0.744 3.995 0.981
C -0.517 -2.625 1.930
H 3.441 -5.866 -0.037
H 4.023 4.104 2.776
C 3.941 0.501 -4.319
C 0.089 -3.252 3.003
C 4.219 -0.313 -3.231
N 1.375 2.358 0.575
C 2.587 -2.619 0.419
C 2.888 0.246 3.477
C 3.994 -0.538 3.231
C -1.497 1.682 3.163
H -0.483 -3.074 0.945
C 1.663 -0.589 1.530
H -2.098 2.433 3.703
C -1.297 -0.902 3.227
H -2.720 3.876 -3.222
C -2.599 2.499 1.175
C 2.240 -4.667 -1.361
H -5.390 -1.503 -0.911
H 2.568 1.871 -5.169
C -0.276 1.718 -2.127
C -2.177 0.319 3.374
*
```

# 2
Molecular formula: C41H35AsN3O2STl
Method: DFT, ωB97M-V/def2-TZVPD

Properties
Molar mass in u: 913.1
E_tot in eV: -128021.8592
Highest occupied orbital energy in eV: -1.7822
Energy relative to the best compared isomer or geometry (same formula, charge and spin) in kcal/mol: 4.1
Frontier orbital gap in eV: 6.2
Max |F| in eV/Å: 0.23

ORCA input file:
```
! wB97M-V def2-TZVPD RIJCOSX def2/J DEFGRID3
* xyz -2 1
C -1.153 -2.256 3.842
C -1.097 3.627 -2.297
H 0.089 1.460 0.074
C 1.495 -3.750 -3.817
C -2.617 -1.161 -2.888
C 1.464 -4.656 1.832
C -0.440 1.081 -5.027
H -2.074 4.115 -2.292
C -1.141 2.356 -3.093
H -6.285 3.419 2.367
H 3.642 3.783 -0.457
H 0.130 3.113 -4.631
C -2.174 1.449 3.470
C 3.142 2.821 -0.453
C 1.273 -1.917 -2.262
S -0.735 -3.975 0.330
H 2.929 1.234 3.969
C -0.230 0.083 3.492
H 3.485 -1.521 0.916
C 1.852 0.336 -0.441
H -0.352 4.313 -2.707
H -3.436 -0.882 -2.229
H -5.736 3.218 -0.084
C -3.247 1.964 2.520
Tl -2.277 -0.676 0.662
C 2.320 -0.808 4.241
C 1.256 -1.691 4.187
C 3.494 -3.368 1.980
H 3.162 -5.237 2.992
C 1.716 -1.048 -3.254
C -4.428 2.534 2.979
As 0.729 -1.278 -0.484
C 1.152 1.505 -0.153
H -1.964 -1.849 -2.339
O -2.109 1.968 4.601
H 0.025 2.929 3.991
H 2.215 -3.252 -5.782
H -1.148 -0.941 -5.109
C 1.953 -2.879 -4.798
H 1.413 -2.744 4.395
C 1.790 2.741 -0.163
C 3.208 0.435 -0.752
H 0.126 1.009 -5.948
C 0.847 0.992 3.574
C -1.867 0.055 -3.362
C 0.639 2.439 3.233
C 1.643 -2.584 0.634
H -0.845 3.417 -1.254
C -5.347 2.981 2.042
N -2.980 1.871 1.220
C 1.157 -3.277 -2.557
H 0.878 -5.525 2.109
C 2.924 -2.419 1.144
H -0.846 -3.212 3.416
H 3.769 -0.449 -1.036
H 1.397 -4.808 -4.032
C -0.019 -1.265 3.829
N -1.447 0.487 2.933
C -1.871 1.246 -2.615
H 1.221 3.635 0.061
H -1.494 -2.428 4.868
C -3.856 2.294 0.314
H 1.598 2.956 3.150
N -2.485 1.291 -1.361
C 2.060 -1.527 -4.512
H -3.028 -1.712 -3.737
C 0.870 -3.721 0.961
H 2.394 -0.832 -5.273
H -4.590 2.617 4.045
C -5.064 2.870 0.688
C -3.463 2.156 -1.152
C 2.746 -4.491 2.322
H 0.785 -3.955 -1.798
H 4.492 -3.220 2.376
C 2.103 0.530 3.942
C 3.851 1.663 -0.750
C -0.438 2.254 -4.286
H 3.314 -1.162 4.489
O -4.090 2.860 -1.971
H 4.906 1.717 -0.992
H -2.009 -1.895 3.278
C -1.154 -0.008 -4.554
H 1.777 0.015 -3.058
H 0.104 2.539 2.286
*
```

# 3
Molecular formula: C41H35BBr2F9N3O7S3Sr
Method: DFT, ωB97M-V/def2-TZVPD

Properties
Molar mass in u: 1207.2
E_tot in eV: -260456.1742
Highest occupied orbital energy in eV: -2.0411
Energy relative to the best compared isomer or geometry (same formula, charge and spin) in kcal/mol: 13.2
Frontier orbital gap in eV: 5.7
Max |F| in eV/Å: 1.02

ORCA input file:
```
! wB97M-V def2-TZVPD RIJCOSX def2/J DEFGRID3
* xyz -2 1
C -3.631 1.926 3.378
H 2.840 -2.753 -3.319
C 4.066 -2.811 1.055
H 0.963 1.840 6.907
H 2.026 -2.278 -1.853
C -3.579 1.019 1.021
C -3.830 -6.278 1.258
F -4.323 1.116 -2.031
C -2.702 -4.263 0.712
C 5.440 -3.003 1.119
C -0.777 5.991 -0.535
H -0.634 -2.089 -1.603
H -4.417 1.686 0.818
C -0.023 6.471 -1.600
C -0.977 1.311 3.595
H 2.375 -0.408 -3.567
H 5.904 -3.818 0.574
C -2.105 6.597 -0.175
C -3.439 0.696 -2.953
C -2.900 1.365 2.308
O -2.223 -3.221 -0.005
H 2.368 -1.698 1.744
C 6.246 3.209 -0.417
H -2.175 7.639 -0.493
C 1.047 1.126 4.889
C -2.292 2.929 -2.542
C 5.803 3.357 -1.726
C 5.601 -1.128 2.613
H -3.957 -0.006 1.064
H 4.282 2.839 -3.152
H -2.888 1.073 0.184
H 4.715 -3.640 -1.526
H -0.708 -0.680 -2.209
C -3.005 2.182 4.559
F -4.012 0.928 -4.158
F -3.261 3.454 -3.332
H -4.682 2.147 3.240
C -0.905 2.061 5.912
Br -1.740 2.816 7.454
Br 2.870 0.626 5.084
H 3.780 1.182 0.745
H 3.738 -0.190 3.140
F -1.173 3.616 -2.786
F -2.651 3.171 -1.283
O -0.174 -1.508 -2.227
S 3.018 -3.960 0.148
C 0.428 0.895 3.651
C -3.428 -6.144 2.580
C -3.470 -5.329 0.296
C -2.298 -4.127 2.039
C 5.536 2.417 0.473
C 3.012 -2.490 -2.272
H 7.284 -2.285 1.939
H 5.859 2.332 1.503
H -2.906 6.036 -0.663
H -0.345 7.308 -2.207
O -1.336 0.879 -1.790
C -1.286 1.257 -4.149
N -1.620 1.098 2.417
H 4.850 -1.445 -2.701
C 3.884 -1.238 -2.226
C 4.384 1.760 0.062
H 6.337 3.999 -2.415
N -0.386 4.962 0.198
H -4.433 -7.129 0.965
H 7.134 3.735 -0.086
H -3.543 2.617 5.391
H -2.260 6.524 0.901
B -1.450 -2.356 0.878
C -1.638 1.866 4.714
C 3.972 1.890 -1.248
H 4.096 -0.960 -1.191
N 1.573 4.756 -1.145
H 3.886 0.518 -3.557
H -2.331 -4.943 4.021
H -3.719 -6.895 3.306
C 1.162 5.796 -1.844
F -3.327 -0.623 -2.820
C -2.051 1.401 -2.780
C 3.203 -0.069 -2.941
C 0.407 1.696 5.990
C -2.650 -5.059 2.993
F -1.431 0.021 -4.660
C 0.769 4.331 -0.129
O -1.562 -3.003 2.172
C 4.656 2.700 -2.144
O 2.062 0.198 -0.632
Sr -0.031 0.073 0.511
H -3.778 -5.417 -0.738
S 1.292 2.994 0.821
F -1.699 2.118 -5.106
H 3.353 -4.627 -2.067
H 1.814 6.113 -2.657
C 4.225 -0.967 2.564
H 6.201 -0.463 3.221
C 6.211 -2.148 1.890
S 2.455 1.098 -1.768
C 3.623 -3.695 -1.569
C 3.445 -1.808 1.779
O 0.995 0.345 2.665
F 0.023 1.458 -3.987
O 1.640 -3.426 0.238
*
```